(1)
This record from the OMol25 dataset describes C24H39FeN12P as an isolated structure. The level of theory is wB97M-V/def2-TZVPD.

The energy above the lowest of the compared OMol25 structures with the same formula, charge and spin is 29.7 kJ/mol. The orbital gap (spin up / spin down) is 9.065 / 8.782 eV. The multiplicity is 5. Its charge is +2.

Positions of all 77 atoms, in Å:
Fe 0.067 -0.264 0.509
C -4.584 -0.896 3.601
N -3.187 -1.064 3.206
C -2.221 -1.661 3.962
C -1.062 -1.578 3.243
N -1.313 -0.940 2.062
C -2.599 -0.636 2.062
P -3.479 0.148 0.689
C -2.768 -0.883 -0.633
N -1.479 -1.186 -0.768
C -1.416 -2.134 -1.757
C -2.669 -2.393 -2.223
N -3.515 -1.596 -1.508
C -4.960 -1.530 -1.719
C -2.412 1.619 0.509
N -1.101 1.636 0.733
C -0.707 2.937 0.577
C -1.788 3.708 0.271
N -2.865 2.863 0.231
C -4.228 3.266 -0.099
H -4.740 -1.433 4.532
H -5.244 -1.309 2.842
H -4.811 0.156 3.755
H -2.433 -2.081 4.929
H -0.076 -1.923 3.508
H -0.496 -2.599 -2.058
H -3.023 -3.067 -2.983
H -5.352 -2.540 -1.805
H -5.178 -0.975 -2.628
H -5.428 -1.038 -0.872
H 0.309 3.250 0.743
H -1.890 4.766 0.099
H -4.453 4.203 0.403
H -4.923 2.506 0.248
H -4.335 3.393 -1.175
C 1.132 -0.627 -3.022
N 0.778 0.779 -2.943
C 0.852 1.495 -4.216
C 1.264 2.903 -3.806
N 1.772 2.717 -2.448
C 2.148 3.923 -1.731
C 1.371 1.520 -1.940
N 1.476 1.010 -0.747
C 2.467 1.492 0.221
C 2.178 0.838 1.580
N 1.848 -0.582 1.429
C 2.735 -1.544 1.368
N 4.085 -1.509 1.526
C 4.895 -0.471 2.145
C 4.632 -2.867 1.548
C 3.525 -3.680 0.900
N 2.362 -2.839 1.139
C 1.098 -3.258 0.595
H 0.498 -1.114 -3.761
H 0.992 -1.106 -2.059
H 2.181 -0.752 -3.319
H -0.101 1.465 -4.739
H 1.611 1.038 -4.857
H 0.423 3.602 -3.803
H 2.043 3.312 -4.447
H 2.416 4.672 -2.473
H 3.022 3.772 -1.106
H 1.326 4.322 -1.132
H 2.478 2.572 0.377
H 3.470 1.210 -0.120
H 1.284 1.312 2.002
H 2.961 1.041 2.302
H 4.641 -0.319 3.197
H 4.833 0.470 1.609
H 5.931 -0.800 2.094
H 4.821 -3.184 2.577
H 5.568 -2.905 0.993
H 3.398 -4.655 1.367
H 3.686 -3.825 -0.173
H 0.831 -4.234 0.999
H 1.137 -3.337 -0.498
H 0.294 -2.583 0.885

Löwdin population analysis, charges in e, atoms 1 to 8: 0.7788, -0.0042, -0.1125, -0.0250, -0.0925, -0.0093, -0.4547, 1.1888

---

(2)
This record from the OMol25 dataset describes C24H40As3AuN3O8S5Sb as an isolated structure. The level of theory is wB97M-V/def2-TZVPD.

The energy above the lowest of the compared OMol25 structures with the same formula, charge and spin is 0.0 kJ/mol. The orbital gap (spin up / spin down) is 7.274 / 5.208 eV. The multiplicity is 3.

Positions of all 85 atoms, in Å:
Au 0.005 2.851 0.628
S 2.292 4.425 3.255
Sb 2.117 2.145 2.891
S -0.241 1.683 2.593
S 3.085 1.628 0.846
S 2.897 1.007 4.743
C -0.135 -5.965 4.900
O 0.413 -5.785 3.611
C -0.093 -4.653 3.006
O -1.021 -4.071 3.515
C 0.568 -4.228 1.711
C 1.648 -4.800 1.167
As 2.308 -4.625 -0.786
C 3.578 -3.160 -0.429
C 0.966 -3.411 -1.665
C -0.075 -2.897 -0.959
As 0.371 -2.452 0.885
C -1.454 -2.123 1.420
C -1.314 -2.323 -1.645
O -1.622 -1.131 -1.707
O -2.076 -3.338 -2.123
C -3.443 -2.958 -2.422
C 1.054 -3.284 -3.189
O 0.301 -2.716 -3.917
O 2.160 -4.009 -3.576
C 1.983 -4.622 -4.881
C 2.666 -5.625 1.867
O 3.802 -5.235 2.164
O 2.224 -6.880 2.036
C 3.294 -7.811 2.337
H 0.635 -6.406 5.526
H -1.010 -6.636 4.851
H -0.401 -5.000 5.249
H 4.207 -3.436 0.432
H 3.108 -2.190 -0.239
H 4.206 -3.001 -1.340
H -2.070 -3.044 1.352
H -1.857 -1.325 0.810
H -1.335 -1.708 2.455
H -4.088 -3.820 -2.291
H -3.482 -2.644 -3.443
H -3.718 -2.090 -1.768
H 1.530 -5.598 -4.742
H 2.939 -4.710 -5.343
H 1.316 -3.980 -5.420
H 2.883 -8.769 2.069
H 3.521 -7.725 3.414
H 4.142 -7.508 1.753
C -1.908 1.845 -4.591
C -0.365 1.612 -4.501
C 0.288 2.432 -3.420
N -0.295 2.491 -2.268
N 0.497 3.095 -1.322
C 1.695 3.507 -1.776
N 2.676 4.007 -0.998
S 1.914 3.185 -3.501
H -2.277 1.619 -5.609
H -2.212 2.840 -4.346
H -2.383 1.147 -3.896
H 0.199 1.838 -5.408
H -0.220 0.527 -4.222
H 2.948 3.408 -0.220
H 3.497 4.352 -1.444
C -3.509 3.656 2.560
C -2.518 4.780 2.667
As -1.365 4.989 1.111
C -2.493 5.883 -0.277
C -3.476 6.941 0.115
C -0.192 6.517 1.701
C 1.076 6.559 0.845
H -4.254 3.708 3.351
H -2.952 2.686 2.620
H -4.021 3.716 1.553
H -1.762 4.716 3.481
H -2.951 5.769 2.846
H -2.989 5.022 -0.711
H -1.756 6.267 -0.971
H -4.315 6.565 0.684
H -3.891 7.409 -0.798
H -2.995 7.744 0.717
H 0.169 6.117 2.671
H -0.918 7.292 1.801
H 1.544 5.578 0.936
H 1.841 7.230 1.228
H 0.889 6.904 -0.205

Löwdin population analysis, charges in e, atoms 1 to 8: 0.4750, -0.1167, -0.1922, -0.0999, -0.1029, 0.0741, -0.0504, -0.0528

---

(3)
This record from the OMol25 dataset describes C24H40BN6PdS3Sb as an isolated structure. The level of theory is wB97M-V/def2-TZVPD.

The energy above the lowest of the compared OMol25 structures with the same formula, charge and spin is 52.5 kJ/mol. The orbital gap (spin up / spin down) is 6.952 / 5.458 eV. The multiplicity is 4. Its charge is -1.

Positions of all 76 atoms, in Å:
Pd -0.295 0.623 -0.253
C 1.391 -2.802 3.889
C 0.769 -1.551 3.378
C 0.256 -0.518 4.130
C -0.215 0.417 3.203
N 0.004 -0.036 1.973
N 0.605 -1.235 2.079
B 1.065 -2.111 0.891
N -0.166 -2.497 0.057
N -1.207 -1.661 -0.051
C -2.201 -2.318 -0.638
C -1.780 -3.619 -0.938
C -0.479 -3.695 -0.481
C 0.446 -4.857 -0.572
C -3.570 -1.728 -0.832
C -3.918 -1.684 -2.324
C -3.614 -0.324 -0.233
C -4.597 -2.620 -0.119
N 2.118 -1.328 0.090
N 2.011 -0.004 -0.080
C 3.158 0.447 -0.584
C 4.029 -0.632 -0.759
C 3.334 -1.743 -0.320
C 3.796 -3.155 -0.295
C 3.406 1.918 -0.770
C 2.291 2.511 -1.627
C 4.763 2.186 -1.423
C 3.368 2.564 0.623
C -0.851 1.731 3.572
C -1.233 2.524 2.330
C 0.150 2.546 4.405
C -2.108 1.465 4.414
H 1.376 -2.782 4.977
H 2.425 -2.895 3.558
H 0.846 -3.681 3.546
H 0.228 -0.452 5.200
H 1.562 -3.101 1.316
H -2.337 -4.392 -1.433
H -0.122 -5.757 -0.803
H 0.983 -5.002 0.363
H 1.176 -4.697 -1.366
H -3.230 -1.029 -2.860
H -4.934 -1.313 -2.464
H -3.851 -2.678 -2.761
H -2.780 0.276 -0.625
H -3.506 -0.372 0.852
H -4.552 0.174 -0.474
H -4.582 -3.626 -0.536
H -5.599 -2.212 -0.243
H -4.375 -2.684 0.944
H 5.020 -0.612 -1.162
H 4.862 -3.197 -0.504
H 3.268 -3.740 -1.046
H 3.610 -3.604 0.678
H 2.258 2.041 -2.609
H 2.424 3.582 -1.765
H 1.332 2.346 -1.116
H 4.824 1.696 -2.392
H 5.577 1.836 -0.790
H 4.886 3.259 -1.573
H 2.386 2.394 1.069
H 3.550 3.635 0.550
H 4.130 2.120 1.267
H -0.348 2.708 1.714
H -1.665 3.485 2.608
H -1.964 1.967 1.738
H 1.035 2.761 3.811
H 0.458 1.999 5.294
H -0.302 3.486 4.718
H -2.823 0.879 3.841
H -2.575 2.410 4.691
H -1.861 0.921 5.324
S -0.083 3.018 -4.471
Sb -1.416 1.662 -3.152
S 0.000 -0.201 -2.611
S -1.268 2.679 -0.939

Löwdin population analysis, charges in e, atoms 1 to 8: 0.5108, -0.0347, -0.2741, 0.0104, -0.2528, 0.0607, 0.0273, -0.5256

---

Respective maximum force values: 0.77 2.86 1.02 eV/A.